Record 1
Entry from the OMol25 dataset: one molecule with the formula C5H8O at a distorted geometry (wB97M-V/def2-TZVPD).

## Properties
ΔE to the lowest compared entry with this formula, charge and spin   4.250 eV
Largest force on an atom   0.03641 hartree/bohr
Kohn-Sham gap (spin up / spin down)   0.30962 / 0.30964 Ha

The geometry in XYZ format:
```
14
Properties=species:S:1:pos:R:3:forces:R:3
C 1.736371 -0.766855 0.021481 -0.044 -0.174 0.081
C 0.509320 0.105485 0.026785 0.106 -0.188 -0.340
C -0.632523 -0.135127 -0.909637 -0.113 -0.028 -0.009
C -1.693825 0.535649 -0.096650 -0.195 0.220 -0.048
C -1.163716 0.743480 1.163043 -0.716 0.355 0.125
O -1.177863 1.385464 2.180807 -0.102 -0.400 -0.280
H 2.487065 -0.485632 0.766853 -0.288 -0.033 -0.004
H 1.524187 -1.833806 0.101434 -0.022 0.065 0.057
H 2.205490 -0.596234 -0.962236 -0.063 -0.088 0.175
H 0.805388 1.159617 0.048504 -0.303 -0.267 0.217
H -0.490389 0.375185 -1.869159 0.057 0.015 0.073
H -0.779347 -1.205061 -1.101413 -0.106 0.158 -0.155
H -2.604729 0.994861 -0.454509 -0.047 0.021 -0.029
H -0.669908 -0.408369 1.101301 1.836 0.343 0.136
```
Forces are in eV/Å.

Table of natural (NBO) atomic charges, one value per atom, all in e: C -0.650; C -0.122; C -0.489; C -0.340; C 0.366; O -0.572; H 0.230; H 0.217; H 0.229; H 0.221; H 0.249; H 0.214; H 0.224; H 0.223

---

Record 2
Entry from the OMol25 dataset: C5H8O as an isolated structure at a distorted geometry (wB97M-V/def2-TZVPD).

## Properties
ΔE to the lowest compared entry with this formula, charge and spin   6.271 eV
Largest force on an atom   0.04657 hartree/bohr
Kohn-Sham gap (spin up / spin down)   0.29143 / 0.29134 Ha

The geometry in XYZ format:
```
14
Properties=species:S:1:pos:R:3:forces:R:3
C 1.865829 -0.042134 -0.592621 -0.107 -0.512 0.023
C 0.442598 -0.316932 -0.251298 -0.750 0.650 2.180
C -0.647863 0.632793 -0.722535 -0.155 -0.041 0.011
C -1.170014 0.413406 0.675454 0.044 0.070 0.157
C -1.182633 -1.025738 0.871817 -0.073 -1.035 -1.147
O 0.142509 0.263601 1.287699 1.366 1.788 -0.667
H 2.130095 0.993952 -0.352680 -0.215 0.103 0.109
H 1.988381 -0.175872 -1.663446 0.110 -0.085 -0.241
H 2.571580 -0.688922 -0.074776 -0.044 -0.102 -0.001
H -0.342725 1.680191 -0.888343 0.148 -0.285 0.004
H -1.290325 0.290176 -1.543991 0.092 0.010 0.182
H -1.849242 1.079381 1.199873 -0.074 -0.056 -0.003
H -1.288724 -1.327059 1.909658 0.483 -0.115 -0.100
H -1.369468 -1.776846 0.145195 -0.827 -0.390 -0.507
```
Forces are in eV/Å.

Table of natural (NBO) atomic charges, one value per atom, all in e: C -0.684; C 0.195; C -0.491; C -0.003; C -0.136; O -0.563; H 0.213; H 0.222; H 0.225; H 0.200; H 0.210; H 0.204; H 0.206; H 0.203

---

Record 3
Entry from the OMol25 dataset: C5H8O as an isolated structure (wB97M-V/def2-TZVPD).

## Properties
ΔE to the lowest compared entry with this formula, charge and spin   5.196 eV
Largest force on an atom   0.00564 hartree/bohr
Kohn-Sham gap   0.30686 Ha

The geometry in XYZ format:
```
14
Properties=species:S:1:pos:R:3:forces:R:3
C 0.150213 -0.575656 1.135314 -0.003 -0.044 0.094
C -0.639315 0.727913 0.948757 -0.028 0.008 -0.014
C -0.729495 0.683389 -0.567414 -0.161 0.199 0.084
O 0.477736 0.884249 -1.244720 -0.028 0.078 0.010
C 1.023051 -0.439172 -1.187300 0.116 -0.241 -0.054
C 0.032615 -1.182394 -0.279398 0.259 0.106 0.075
H 1.203429 -0.390758 1.384650 -0.133 -0.056 -0.072
H -0.263877 -1.227511 1.910655 0.064 0.119 -0.130
H -0.175209 1.651172 1.313109 -0.064 -0.117 -0.058
H -1.642762 0.654049 1.383231 0.133 -0.002 -0.083
H -1.545658 1.236038 -1.048997 0.095 -0.099 0.071
H 2.036854 -0.443266 -0.761982 -0.145 -0.038 -0.037
H 1.071644 -0.835858 -2.209926 -0.020 0.066 0.161
H -1.047488 -0.535423 -0.755898 -0.085 0.020 -0.046
```
Forces are in eV/Å.

Table of natural (NBO) atomic charges, one value per atom, all in e: C -0.488; C -0.438; C 0.084; O -0.523; C -0.145; C -0.134; H 0.207; H 0.212; H 0.223; H 0.216; H 0.206; H 0.184; H 0.178; H 0.217

---

Record 4
Entry from the OMol25 dataset: a 2-piece molecular cluster, C5H8O overall at a distorted geometry (wB97M-V/def2-TZVPD).

## Properties
ΔE to the lowest compared entry with this formula, charge and spin   1.389 eV
Largest force on an atom   0.03305 hartree/bohr
Kohn-Sham gap   0.38909 Ha

The geometry in XYZ format:
```
14
Properties=species:S:1:pos:R:3:forces:R:3
C -1.294030 -0.585175 0.972871 -0.261 0.142 -0.082
C -1.126189 1.715314 -0.793779 -0.097 1.531 0.731
O -0.918338 2.538655 -0.036627 -0.205 -0.909 -0.931
C 0.667616 -0.250774 -0.783018 -0.059 0.306 0.004
C 1.818741 0.398952 -0.961572 -0.197 -0.290 0.113
C 0.155144 -0.791480 0.531795 0.630 -0.376 -0.094
H -1.987380 -0.820383 0.155504 0.115 -0.035 0.136
H -1.521613 -1.256844 1.809946 0.068 0.124 -0.197
H -1.534504 0.433125 1.297792 0.222 -0.249 0.020
H 0.035036 -0.468289 -1.643677 0.255 -0.157 0.017
H 2.420845 0.711800 -0.106649 -0.034 -0.175 -0.228
H 2.203654 0.608275 -1.960256 -0.190 0.131 0.291
H 0.274059 -1.869420 0.380139 -0.017 -0.145 0.229
H 0.874076 -0.536119 1.319857 -0.232 0.100 -0.010
```
Forces are in eV/Å.

Table of natural (NBO) atomic charges, one value per atom, all in e: C -0.611; C 0.519; O -0.517; C -0.172; C -0.415; C -0.449; H 0.209; H 0.215; H 0.206; H 0.201; H 0.192; H 0.203; H 0.215; H 0.205